[1]
A gas-phase ion, C4H12NO2 (charge +1), computed with ωB97M-V/def2-TZVPD.

The geometry in ORCA input format:
```
! RIJCOSX wB97M-V def2-TZVPD def2/J DEFGRID3
* xyz 1 1
C -0.632 -0.282 -1.558
C -1.624 -0.141 0.731
C 0.682 -1.038 0.532
C -0.394 -0.077 0.039
N 0.117 1.404 0.265
O 2.459 0.294 0.166
O 1.861 -0.986 -0.248
H 0.385 -0.425 -2.052
H -1.211 -1.160 -1.772
H -1.246 0.599 -1.830
H -2.508 0.497 0.448
H -1.973 -1.227 0.845
H -1.386 0.037 1.881
H 0.365 -2.100 0.456
H 1.100 -0.752 1.545
H -0.604 2.091 -0.020
H 1.019 1.408 -0.241
H 0.362 1.596 1.206
H 3.230 0.261 -0.393
*
```

As for the energy relative to the best compared isomer or geometry (same formula, charge and spin): 4.459 eV. As for the LUMO energy: -3.238 eV. Its structure (SMILES) is CC(C)([NH3+])COO.

=====

[2]
4 unconnected molecules or ions with the total composition C4H12NO2, computed with ωB97M-V/def2-TZVPD.

The geometry in ORCA input format:
```
! RIJCOSX wB97M-V def2-TZVPD def2/J DEFGRID3
* xyz 1 1
C 2.212 1.147 -0.074
C 1.993 -0.137 -0.576
C 1.034 -1.121 -0.231
N -1.180 -1.062 0.956
C 0.244 -0.955 1.046
H 1.461 1.704 0.538
H 3.181 1.661 -0.232
H 0.269 0.518 -1.082
H 2.732 -0.495 -1.350
H 1.257 -2.105 -0.598
H -1.646 -1.648 1.625
H 0.585 0.071 1.304
H 0.672 -1.635 1.780
H -3.013 0.204 -2.040
H -2.026 0.924 -0.364
O -2.365 -0.042 -1.369
H -2.209 2.325 0.420
H -1.603 -0.963 0.001
O -1.599 1.609 0.248
*
```

As for the energy relative to the best compared isomer or geometry (same formula, charge and spin): 11.626 eV. As for the LUMO energy: -8.431 eV.

=====

[3]
2 unconnected molecules or ions with the total composition C4H12NO2, computed with ωB97M-V/def2-TZVPD.

The geometry in ORCA input format:
```
! RIJCOSX wB97M-V def2-TZVPD def2/J DEFGRID3
* xyz 2 2
C -0.625 0.472 0.316
C 0.898 0.465 0.194
C 1.671 -0.864 0.043
C 1.733 -1.533 -1.330
O 0.910 -1.330 -2.160
N -1.432 0.384 -0.981
H -0.970 -0.287 1.010
H -0.896 1.427 0.739
H 1.281 1.194 -0.516
H 1.273 0.792 1.159
H 2.706 -0.755 0.340
H 1.303 -1.646 0.728
H 2.555 -2.246 -1.596
H -0.960 -0.162 -1.698
H -1.589 1.318 -1.303
H -2.346 -0.058 -0.825
H -2.548 2.130 3.288
H -1.257 1.262 3.481
O -1.911 1.561 2.844
*
```

As for the energy relative to the best compared isomer or geometry (same formula, charge and spin): 0.183 eV. As for the LUMO energy (spin up / spin down): -9.779 / -13.799 eV.

=====

[4]
A single C4H12NO2P molecule, computed with ωB97M-V/def2-TZVPD.

The geometry in ORCA input format:
```
! RIJCOSX wB97M-V def2-TZVPD def2/J DEFGRID3
* xyz 0 1
C 0.809 0.341 2.219
C 0.406 -0.698 -1.547
C 0.916 0.674 0.723
C -0.279 -0.209 -0.310
N -0.910 -1.256 0.468
O -2.372 0.126 -1.755
O -2.580 0.766 0.725
P -1.651 1.058 -0.628
H 1.058 1.270 2.698
H -0.137 0.115 2.492
H 1.537 -0.506 2.541
H 1.178 0.027 -1.996
H -0.256 -1.019 -2.283
H 0.917 -1.530 -1.260
H 0.663 1.766 0.552
H 1.918 0.271 0.424
H -0.172 -1.846 0.877
H -1.324 -1.834 -0.269
H -2.864 0.562 -2.391
H -2.349 -0.200 0.750
*
```

As for the energy relative to the best compared isomer or geometry (same formula, charge and spin): 1.537 eV. As for the LUMO energy: 0.803 eV. Its structure (SMILES) is CC[C@@](C)(N)P(O)O.

=====

[5]
A single C4H12NO2P molecule, computed with ωB97M-V/def2-TZVPD.

The geometry in ORCA input format:
```
! RIJCOSX wB97M-V def2-TZVPD def2/J DEFGRID3
* xyz 0 1
C 0.158 -0.750 2.160
C 0.500 -0.579 0.687
C -0.543 0.300 0.166
C -0.242 0.333 -1.486
N -1.292 1.090 -2.270
O 0.127 -0.973 -3.842
O 1.602 -1.590 -1.800
P 0.005 -1.412 -2.196
H -0.568 -1.555 2.201
H 0.955 -1.069 2.858
H -0.211 0.138 2.532
H 0.439 -1.592 0.289
H 1.534 -0.318 0.431
H -0.616 1.343 0.550
H -1.621 -0.143 0.301
H 0.710 0.815 -1.681
H -1.431 1.211 -3.283
H -0.381 -1.494 -4.410
H -2.269 1.063 -1.913
H 2.181 -1.716 -2.559
*
```

As for the energy relative to the best compared isomer or geometry (same formula, charge and spin): 1.571 eV. As for the LUMO energy: 0.836 eV. Its structure (SMILES) is CCC[C@H](N)P(O)O.

=====

[6]
2 unconnected molecules or ions with the total composition C4H12NO2PS, computed with ωB97M-V/def2-TZVPD.

The geometry in ORCA input format:
```
! RIJCOSX wB97M-V def2-TZVPD def2/J DEFGRID3
* xyz 0 1
C -1.307 -0.493 -1.259
C 1.070 -1.032 -2.056
C 1.764 1.146 -0.449
C 0.119 -0.006 -1.612
N 0.676 0.540 -0.373
O -0.680 -0.911 2.256
O -2.046 -0.030 3.942
P -1.681 0.399 2.457
S -0.229 1.890 2.955
H -1.157 -1.405 -0.548
H -1.986 0.253 -0.835
H -1.760 -0.791 -2.098
H 0.609 -1.870 -2.506
H 1.699 -1.344 -1.247
H 1.749 -0.615 -2.823
H 2.288 1.353 -1.411
H 0.074 2.119 1.647
H 2.357 1.419 0.568
H -0.105 0.696 -2.353
H -0.093 -0.599 1.516
H -1.360 -0.719 4.230
*
```

As for the energy relative to the best compared isomer or geometry (same formula, charge and spin): 1.887 eV. As for the LUMO energy: 0.706 eV. Its structure (SMILES) is C=NC(C)C.OP(O)S.

=====

[7]
2 unconnected molecules or ions with the total composition C4H12NO2S, computed with ωB97M-V/def2-TZVPD.

The geometry in ORCA input format:
```
! RIJCOSX wB97M-V def2-TZVPD def2/J DEFGRID3
* xyz -1 1
C -0.087 -0.014 -1.558
C 0.008 0.686 -0.149
C -0.541 2.106 -0.156
S -2.431 2.011 -0.046
N 1.420 0.637 0.262
C 1.750 -0.706 0.978
O 0.675 -1.308 1.495
H 0.644 -0.809 -1.715
H -1.052 -0.460 -1.814
H 0.100 0.681 -2.371
H -0.601 0.043 0.499
H -0.327 2.744 0.675
H -0.411 2.659 -1.089
H -2.698 1.849 -1.368
H 1.449 1.374 0.973
H 2.226 -1.291 0.185
H 2.525 -0.497 1.755
H -0.774 -3.178 1.856
H -0.644 -2.985 0.516
O -1.231 -3.542 1.070
*
```

As for the energy relative to the best compared isomer or geometry (same formula, charge and spin): 1.322 eV. As for the LUMO energy: 3.154 eV.

=====

[8]
2 unconnected molecules or ions with the total composition C4H12NO2S, computed with ωB97M-V/def2-TZVPD.

The geometry in ORCA input format:
```
! RIJCOSX wB97M-V def2-TZVPD def2/J DEFGRID3
* xyz 0 2
O 0.069 2.504 1.703
C 0.587 1.346 1.582
C -0.039 0.436 0.576
C -0.377 0.970 -0.792
C -1.161 0.015 -1.660
S -0.293 -1.573 -1.992
N -1.417 0.006 1.260
H 1.370 0.789 2.119
H 0.576 -0.454 0.527
H -0.908 1.899 -0.622
H 0.545 1.240 -1.297
H -1.422 0.435 -2.617
H -2.109 -0.301 -1.233
H -1.356 -2.187 -2.525
H -2.201 0.491 0.796
H -1.519 0.321 2.224
H -1.584 -1.006 1.206
H 3.371 -0.601 1.859
H 3.211 -1.519 0.599
O 2.733 -1.071 1.316
*
```

As for the energy relative to the best compared isomer or geometry (same formula, charge and spin): 1.570 eV. As for the LUMO energy (spin up / spin down): 0.414 / 0.154 eV.

=====

[9]
A molecular structure, C4H12NO3P, computed with ωB97M-V/def2-TZVPD.

The geometry in ORCA input format:
```
! RIJCOSX wB97M-V def2-TZVPD def2/J DEFGRID3
* xyz 0 1
C 0.490 2.044 -1.405
C 0.043 -2.207 -1.782
C 1.905 0.010 1.774
C -2.325 0.318 1.563
N 0.321 0.634 -1.425
O -0.527 -1.706 -0.622
O 0.529 -0.108 1.755
O -1.825 0.270 0.187
P -0.412 -0.150 -0.254
H -0.053 2.536 -0.501
H 0.165 2.314 -2.411
H 1.614 2.224 -1.343
H 1.071 -2.633 -1.624
H 0.121 -1.400 -2.674
H -0.545 -3.083 -2.261
H 2.338 -1.057 1.479
H 2.314 0.442 2.700
H 2.257 0.540 0.945
H -3.004 -0.588 1.784
H -2.946 1.296 1.780
H -1.529 0.302 2.338
*
```

As for the energy relative to the best compared isomer or geometry (same formula, charge and spin): 3.691 eV. As for the LUMO energy: 0.491 eV.

=====

[10]
3 unconnected molecules or ions with the total composition C4H12NO4, computed with ωB97M-V/def2-TZVPD.

The geometry in ORCA input format:
```
! RIJCOSX wB97M-V def2-TZVPD def2/J DEFGRID3
* xyz -1 1
C -1.110 2.306 -0.709
C -0.521 1.188 0.125
N 0.677 0.597 -0.649
C 0.830 -0.875 -0.628
C -0.723 -1.528 -0.670
O -1.060 -2.110 -1.663
O -1.272 -1.458 0.422
H -2.140 2.644 -0.459
H -0.912 2.279 -1.746
H -0.445 3.168 -0.634
H -0.237 1.421 1.120
H -1.277 0.232 0.373
H 0.669 0.929 -1.590
H 1.248 -1.015 0.386
H 1.307 -1.369 -1.474
H 1.471 3.245 1.207
H 1.937 1.945 0.419
O 2.157 2.750 0.792
H 0.058 -1.918 1.370
H 0.221 -1.142 2.682
O 0.487 -1.825 2.221
*
```

As for the energy relative to the best compared isomer or geometry (same formula, charge and spin): 3.457 eV. As for the LUMO energy: 3.635 eV.

=====

[11]
2 unconnected molecules or ions with the total composition C4H12NOP, computed with ωB97M-V/def2-TZVPD.

The geometry in ORCA input format:
```
! RIJCOSX wB97M-V def2-TZVPD def2/J DEFGRID3
* xyz 0 1
C 2.465 -0.441 0.526
C 2.456 2.066 0.299
C -1.183 -0.972 -1.282
C 1.849 0.900 0.102
N -2.705 -1.077 0.986
O -2.996 0.875 -0.679
P -1.741 0.049 0.200
H 2.341 -1.075 -0.282
H 3.457 -0.305 0.747
H 1.793 -0.615 1.353
H -3.624 1.445 -0.275
H 1.880 2.966 0.214
H 3.446 2.196 0.715
H -1.991 -1.562 -1.856
H -0.746 -0.223 -1.909
H -0.316 -1.702 -0.895
H 0.743 0.746 -0.268
H -2.970 -1.941 0.482
H -2.158 -1.328 1.821
*
```

As for the energy relative to the best compared isomer or geometry (same formula, charge and spin): 2.979 eV. As for the LUMO energy: 0.935 eV. Its structure (SMILES) is CP(N)O.C=CC.

=====

[12]
2 unconnected molecules or ions with the total composition C4H12NOS, computed with ωB97M-V/def2-TZVPD.

The geometry in ORCA input format:
```
! RIJCOSX wB97M-V def2-TZVPD def2/J DEFGRID3
* xyz -1 1
C -0.288 -1.580 -0.417
N 0.125 -0.539 0.515
C 0.065 0.804 -0.137
C 0.530 2.017 0.629
S 1.863 3.287 0.179
C 0.526 -1.691 -1.767
H -0.098 -2.507 0.092
H -1.360 -1.569 -0.588
H 1.109 -0.765 0.830
H -0.893 0.852 -0.397
H 0.834 0.625 -0.940
H 0.684 1.861 1.734
H -0.501 2.595 0.664
H 1.707 -1.738 -1.490
H 0.438 -2.759 -2.077
H 0.388 -1.037 -2.665
H -2.209 1.292 1.776
H -1.090 0.206 1.760
O -1.832 0.646 2.299
*
```

As for the energy relative to the best compared isomer or geometry (same formula, charge and spin): 2.200 eV. As for the LUMO energy: 3.358 eV.

=====

Question: energy relative to the best compared isomer or geometry (same formula, charge and spin) of number 10 (C4H12NO4)?
Answer: 3.457 eV

=====

Question: What is the energy relative to the best compared isomer or geometry (same formula, charge and spin) in the second record?
Answer: 11.626 eV